[1]
ORCA calculation (wB97M-V/def2-TZVPD) on 7 unconnected molecules or ions with the total composition C19H51ClNO6.

Geometry as XYZ:
```
78
Properties=species:S:1:pos:R:3
C -0.50689 -4.78185 2.71647
C -0.20330 -5.29020 1.30650
Cl -0.80638 -6.95709 1.06814
C -0.76129 -4.39820 0.20017
C 0.15146 -3.20321 -0.06650
C 1.17915 -3.38227 -1.18342
C 1.72144 -1.97040 -1.38676
N 0.65633 -1.03462 -0.80583
C -0.54683 -1.90808 -0.45119
H -0.78124 -5.59356 3.38281
H -1.33768 -4.07462 2.70199
H 0.34788 -4.26925 3.15331
H 0.87753 -5.34786 1.17721
H -1.75959 -4.05469 0.48181
H -0.85979 -4.98766 -0.71120
H 0.71468 -2.98120 0.85259
H 1.97722 -4.04852 -0.86849
H 0.70301 -3.77761 -2.07878
H 1.91880 -1.69455 -2.41805
H 2.64635 -1.82423 -0.83422
H 1.02683 -0.65954 0.06631
H 0.44123 -0.28153 -1.45623
H -1.18563 -1.96189 -1.33326
H -1.05714 -1.43985 0.38769
C -2.72307 1.47197 0.20509
C -1.68474 2.48980 0.62272
O -0.47589 1.86816 1.08425
H -2.98752 0.81608 1.03509
H -3.62628 1.96134 -0.15775
H -2.33386 0.85646 -0.61464
H -2.03845 3.09801 1.45329
H -1.45137 3.16059 -0.20920
H -0.15421 1.34567 0.34491
C 1.27610 5.80983 0.02267
C 0.15052 6.81991 0.13558
O -1.13464 6.19743 0.07418
H 1.19205 5.25215 -0.91192
H 2.24587 6.30845 0.04493
H 1.24457 5.09670 0.85126
H 0.17596 7.52288 -0.69310
H 0.24759 7.40340 1.05416
H -1.19945 5.59453 0.82310
C -1.13986 11.45715 0.72925
C 0.33145 11.11074 0.83850
O 0.69512 10.00942 0.00855
H -1.75501 10.59431 0.98554
H -1.39419 12.27957 1.39897
H -1.39168 11.76481 -0.28834
H 0.57912 10.79742 1.85253
H 0.94853 11.98382 0.60300
H 0.51073 10.25496 -0.90516
C -2.11309 -4.63014 -3.79030
C -2.78590 -3.68660 -2.81545
O -2.55267 -2.30711 -3.11027
H -1.04017 -4.43558 -3.84862
H -2.25663 -5.66703 -3.48628
H -2.52867 -4.51547 -4.79317
H -2.37187 -3.81750 -1.81565
H -3.85432 -3.90601 -2.74612
H -2.92103 -2.10604 -3.97845
C 3.76700 -3.57926 -4.30088
C 2.91452 -4.46599 -5.18856
O 1.67649 -4.80853 -4.56479
H 3.99349 -4.08033 -3.35889
H 4.70184 -3.30313 -4.78787
H 3.22132 -2.65388 -4.08685
H 3.41574 -5.40984 -5.39385
H 2.72316 -3.97447 -6.14670
H 1.18746 -3.98729 -4.43990
C 1.08466 -2.16131 7.25749
C 0.69732 -2.39923 5.81221
O -0.04257 -3.60355 5.63136
H 1.66703 -2.99991 7.63825
H 1.67722 -1.25104 7.35502
H 0.19618 -2.05060 7.88288
H 1.58914 -2.51620 5.19441
H 0.13268 -1.54277 5.42527
H -0.84188 -3.54428 6.16724
```

Computed properties:
E_HOMO, eV: -11.645
Net charge: +1

---

[2]
ORCA calculation (wB97M-V/def2-TZVPD) on 5 unconnected molecules or ions with the total composition C19H51N5O8 in a non-equilibrium geometry.

Geometry as XYZ:
```
83
Properties=species:S:1:pos:R:3
C -0.68110 4.22504 1.03684
O -1.89315 3.61191 0.75093
C -2.81399 4.53858 0.21411
C -3.94015 3.74601 -0.41458
N -3.39865 3.06196 -1.59428
C -4.43317 2.28734 -2.23931
C -3.88014 1.54960 -3.42593
O -2.82770 0.69500 -2.96742
C -2.95240 -0.65342 -3.37424
H -0.23157 4.67486 0.14058
H 0.05276 3.53554 1.44981
H -0.74715 5.04728 1.76735
H -2.33790 5.15028 -0.56006
H -3.22105 5.18700 1.00381
H -4.72953 4.42926 -0.73152
H -4.30906 3.03160 0.33442
H -2.76276 2.37862 -1.18232
H -5.24030 2.96840 -2.54483
H -4.94575 1.60188 -1.55331
H -3.41479 2.29441 -4.08085
H -4.63756 0.97965 -3.96388
H -1.95694 -1.07282 -3.53829
H -3.44516 -0.75355 -4.34376
H -3.45673 -1.19056 -2.56738
C 3.58557 -5.12423 -3.39858
O 4.22101 -4.67771 -2.23244
C 5.29986 -5.50822 -1.81190
C 5.95300 -4.91617 -0.61104
N 6.31888 -3.53677 -0.83832
C 7.09317 -3.01266 0.26991
C 6.32597 -2.57876 1.51368
O 5.25631 -1.75578 1.08529
C 4.47950 -1.29184 2.16180
H 2.93495 -4.31868 -3.74688
H 2.92314 -5.97686 -3.18991
H 4.27469 -5.36474 -4.21555
H 6.02526 -5.62101 -2.63643
H 4.95456 -6.53850 -1.61005
H 6.83340 -5.54861 -0.44377
H 5.31767 -5.13649 0.26386
H 5.44639 -3.01812 -0.88783
H 7.65993 -2.12032 -0.03660
H 7.90271 -3.70528 0.51370
H 7.06429 -2.11041 2.17811
H 5.85233 -3.42700 2.03524
H 5.05014 -0.58236 2.76581
H 4.06528 -2.11765 2.75512
H 3.60672 -0.77706 1.76006
C -7.59614 -1.02576 0.65894
O -6.60242 -0.56308 1.53339
C -5.66581 -1.57634 1.85660
C -4.34110 -0.94421 2.32679
N -3.20806 -1.57143 1.66144
C -1.90934 -1.35228 2.27748
C -1.32618 0.05987 2.35184
O -0.12539 0.18148 1.58996
C -0.35302 0.13410 0.19001
H -7.13097 -1.48196 -0.22527
H -8.29480 -0.24720 0.35002
H -8.26731 -1.77094 1.12306
H -5.53827 -2.30009 1.04556
H -6.10486 -2.10585 2.71349
H -4.24431 -1.14722 3.39344
H -4.45063 0.13515 2.14481
H -3.27227 -1.41467 0.66416
H -1.17800 -1.99429 1.78331
H -2.00164 -1.73961 3.29543
H -1.05178 0.23015 3.39423
H -2.02526 0.84884 2.04895
H -0.96592 -0.71323 -0.13254
H 0.61919 0.00531 -0.28465
H -0.82252 1.07308 -0.12568
N 3.20261 6.34668 -0.59235
C 3.13958 5.37991 0.40840
N 2.60618 4.15685 0.05657
O 3.56732 5.60782 1.52859
H 3.57767 7.23887 -0.34515
H 2.83520 6.15155 -1.50218
H 2.45416 3.91501 -0.90113
H 2.42038 3.54155 0.83910
O 2.17272 1.77500 1.92981
H 2.34783 0.99611 1.39443
H 1.29240 1.61223 2.29003
```

Computed properties:
E_HOMO, eV: -8.804
Relative energy (zero: lowest compared OMol25 entry of this formula, charge and spin), kcal/mol: 0.0
SMILES: COCCNCCOC.COCCNCCOC.COCCNCCOC.NC(N)=O.O

---

[3]
ORCA calculation (wB97M-V/def2-TZVPD) on 8 unconnected molecules or ions with the total composition C19H52BIO11PS.

Geometry as XYZ:
```
86
Properties=species:S:1:pos:R:3
C -1.92110 -4.85587 6.47929
C -0.93318 -4.52213 5.38577
O -0.51287 -5.34408 4.60316
O -0.62297 -3.20497 5.25060
C 0.16940 -2.65504 6.30725
C 0.48184 -1.18028 6.03587
O -0.69527 -0.43423 5.91840
B -0.96220 -0.16476 4.49652
P -2.70409 -1.06433 3.99524
S -4.04832 -1.23949 5.47026
O 0.20665 -0.79725 3.78445
C 1.19400 -0.97022 4.69279
I 2.45630 0.87291 4.87029
H -2.89004 -5.04872 5.99715
H -1.60992 -5.77255 6.98585
H -2.06491 -4.03489 7.18421
H 1.10900 -3.22320 6.38930
H -0.35916 -2.70677 7.26782
H 1.08608 -0.83231 6.88752
H -1.09535 1.01229 4.22282
H -2.49255 -2.33750 3.43404
H -3.29240 -0.33497 2.94595
H 1.89705 -1.75743 4.40890
C 5.96887 3.80778 2.86982
C 4.45566 3.89316 2.78524
O 3.84427 3.85622 4.06454
H 6.26594 2.89489 3.38740
H 6.41603 3.80576 1.87261
H 6.37129 4.65624 3.42829
H 4.04917 3.03824 2.24609
H 4.15652 4.80295 2.25007
H 4.16277 4.60440 4.57837
C -1.86330 -1.43805 -0.89668
C -1.69291 -0.35777 0.15757
O -1.23161 -0.87738 1.39218
H -2.55538 -2.20405 -0.54309
H -2.24550 -1.01978 -1.83081
H -0.90549 -1.91825 -1.10874
H -2.65277 0.11183 0.37695
H -1.01152 0.41853 -0.20727
H -0.36383 -1.27293 1.26878
C 9.62219 6.84404 2.46014
C 8.10787 6.92796 2.40629
O 7.52754 6.89886 3.70783
H 9.93030 5.93197 2.97154
H 10.05171 6.84518 1.45713
H 10.03772 7.69342 3.00811
H 7.69771 6.07035 1.87629
H 7.79167 7.83476 1.87930
H 7.86756 7.65369 4.19698
C 0.05387 -0.09910 -4.74372
C 0.26442 0.95246 -3.67142
O 0.78963 0.40663 -2.46672
H -0.61238 -0.88066 -4.37502
H -0.38138 0.33292 -5.64563
H 1.00357 -0.57008 -5.01257
H -0.68534 1.40844 -3.39399
H 0.92104 1.74836 -4.04149
H 1.63940 0.00267 -2.66465
C -5.25624 -4.77017 4.55008
C -4.95179 -6.21043 4.19403
O -4.40562 -6.94042 5.29548
H -4.36624 -4.24524 4.89661
H -5.64942 -4.22513 3.69144
H -5.99890 -4.71674 5.35077
H -4.19975 -6.26495 3.40756
H -5.85361 -6.71744 3.82873
H -5.04167 -6.89425 6.01522
C -2.46728 -1.87730 -9.03284
C -2.55756 -1.15194 -7.70279
O -1.83627 0.07346 -7.70670
H -1.42503 -2.07420 -9.28677
H -3.00367 -2.82675 -8.99887
H -2.90120 -1.26978 -9.83128
H -2.11529 -1.75272 -6.90868
H -3.60511 -0.97052 -7.43936
H -2.21304 0.63520 -8.39179
C -3.35587 1.71567 -12.20329
C -3.15009 2.76433 -11.12701
O -2.56987 2.22028 -9.94399
H -3.98895 0.90944 -11.83172
H -3.82664 2.15033 -13.08593
H -2.40104 1.28078 -12.50816
H -4.10433 3.18662 -10.81604
H -2.52860 3.58335 -11.50292
H -1.70458 1.86748 -10.17789
```

Computed properties:
E_HOMO, eV: -3.878
Net charge: -1
Relative energy (zero: lowest compared OMol25 entry of this formula, charge and spin), kcal/mol: 0.0

---

Computed electronic energy (eV) in order:
-46820.1509, -44357.0471, -71971.6352